Computed, not measured: a molecular structure, C10H8BrNO2 at a distorted geometry, with ωB97M-V/def2-TZVPD.

Its total energy is -86121.1535 eV. For the energy above the lowest of the compared OMol25 structures with the same formula, charge and spin, the calculation gives 350.36 kJ/mol. The HOMO-LUMO gap (spin up / spin down) is 7.39 / 7.39 eV. For the LUMO energy (spin up / spin down), the calculation gives 0.42 / 0.42 eV.

Each line ends with the Löwdin charge.
Atoms and positions in Å:
C: -1.12467 0.35451 1.36296  -0.03
C: -0.93469 0.94098 -0.98282  -0.07
C: -2.16316 -0.52438 1.08834  -0.03
C: -1.94099 0.05279 -1.29691  0.01
C: -0.40588 0.98424 0.29777  -0.29
C: -2.54102 -0.68092 -0.24762  -0.30
C: 2.39853 0.81336 -0.65627  -0.28
C: 0.68385 1.85600 0.64043  -0.03
C: 3.02453 -0.17411 0.36840  -0.10
C: 1.81020 -0.94492 -0.04637  -0.82
N: 1.35560 -0.17284 -0.95880  0.12
O: 1.80134 1.91392 0.04989  -0.01
O: -3.51793 -1.60443 -0.51784  0.01
Br: 1.20222 -2.47638 0.74144  0.85
H: -0.84473 0.43119 2.35249  0.08
H: -0.44972 1.47976 -1.75348  0.11
H: -2.79920 -1.10261 1.72594  0.11
H: -2.09812 0.02060 -2.35694  0.11
H: 3.16199 1.19791 -1.37745  0.17
H: 4.12097 -0.43229 -0.03369  0.16
H: 3.25035 0.14949 1.38340  0.11
H: -3.98950 -2.08185 0.21714  0.13